Run a
This record from the OMol25 dataset describes an isolated molecule of C4H9N3O. The level of theory is ωB97M-V/def2-TZVPD.

Computed properties:
- E_HOMO (eV) = -6.24
- SMILES = C/C=N\C(O)=C(N)N
- HOMO-LUMO gap (Eh) = 0.254

ORCA input file:
```
! wB97M-V def2-TZVPD RIJCOSX def2/J DEFGRID3
* xyz 0 1
C -0.8798 -2.2741 -0.1011
C -0.1467 0.3492 0.5019
C 0.7886 1.1613 -0.0850
N 2.0008 1.4297 0.5178
N 0.5081 1.8220 -1.2672
C -1.3446 -0.9403 -0.6176
O 0.1718 -0.1956 1.7521
N -1.4136 0.2329 -0.0453
H -0.6667 -0.3483 2.2048
H 2.0670 1.0953 1.4674
H 2.3609 2.3639 0.3896
H -0.4662 1.7534 -1.5285
H 1.1972 2.4443 -1.6626
H -1.9026 -1.0195 -1.5566
H -1.6449 -3.0284 -0.2949
H -0.6554 -2.2794 0.9635
H 0.0261 -2.5663 -0.6383
*
```

=====

Run b
This record from the OMol25 dataset describes a structure of composition C4H9N3O. The level of theory is ωB97M-V/def2-TZVPD.

Computed properties:
- E_HOMO (eV) = -8.82
- HOMO-LUMO gap (Eh) = 0.351

ORCA input file:
```
! wB97M-V def2-TZVPD RIJCOSX def2/J DEFGRID3
* xyz 0 1
C 1.7311 -0.4993 -0.8076
C -1.0235 0.0112 2.2013
N 0.3772 -0.5257 -0.2656
C -0.7662 0.2412 -0.8918
C -0.1573 0.7063 1.1876
N -0.8956 0.0396 -2.2463
N -1.1977 1.1400 -0.1358
O 0.7666 1.4312 1.4851
H 0.2035 -1.3351 0.3217
H -0.0334 0.0424 -2.7745
H -1.5503 0.7126 -2.6294
H 1.8168 -1.2146 -1.6277
H 1.9591 0.5058 -1.1631
H 2.4534 -0.7641 -0.0328
H -1.8791 -0.4887 1.7479
H -0.4213 -0.7487 2.7101
H -1.3834 0.7460 2.9209
*
```

=====

Run c
This record from the OMol25 dataset describes an isolated molecule of C4H9N3O. The level of theory is ωB97M-V/def2-TZVPD.

Computed properties:
- E_HOMO (eV) = -8.11
- SMILES = C/C=C(/N)C(=O)NN
- HOMO-LUMO gap (Eh) = 0.332

ORCA input file:
```
! wB97M-V def2-TZVPD RIJCOSX def2/J DEFGRID3
* xyz 0 1
C -1.4665 1.3938 -0.5252
N 1.1821 0.4093 1.2649
C 1.2302 0.1547 -0.0923
C 0.0834 -0.6144 -0.7106
N 0.2452 -0.1727 2.1424
N 0.3673 -1.8972 -1.1631
C -1.1094 -0.0167 -0.8758
O 2.2038 0.4714 -0.7721
H 1.9908 0.9069 1.6298
H 0.2890 -1.1909 2.0216
H 0.5321 0.0026 3.1072
H 1.3455 -1.9576 -1.4511
H -0.2548 -2.1849 -1.9132
H -1.9167 -0.5883 -1.3264
H -0.5956 2.0221 -0.3202
H -2.0018 1.8516 -1.3638
H -2.1248 1.4101 0.3480
*
```

=====

Run d
This record from the OMol25 dataset describes an isolated molecule of C4H9N3O. The level of theory is ωB97M-V/def2-TZVPD.

Computed properties:
- E_HOMO (eV) = -7.54
- SMILES = C=CN(C)NC(N)=O
- HOMO-LUMO gap (Eh) = 0.301

ORCA input file:
```
! wB97M-V def2-TZVPD RIJCOSX def2/J DEFGRID3
* xyz 0 1
C -1.7646 0.9691 -0.2484
N -0.8826 -0.1755 -0.0600
N -0.3678 -0.8532 -1.1384
H -0.9443 -0.8388 -1.9779
H -2.5442 0.9399 0.5163
H -2.1889 0.9558 -1.2568
H -1.2347 1.9167 -0.1064
C 1.0136 -0.4075 -1.2634
N 2.1609 -0.9322 -0.6932
C 0.0649 -0.3615 1.0552
C 0.1022 0.5104 2.0944
O 1.2248 0.0820 -2.3928
H 3.0662 -0.7258 -1.0867
H 2.0656 -1.3777 0.2067
H 0.1637 -1.4167 1.3057
H 0.0275 0.1355 3.1104
H 0.0378 1.5795 1.9354
*
```

=====

Pick run c: it beats the second-best structure by 74.6 kJ/mol.

=====

Run a
This record from the OMol25 dataset describes an isolated molecule of C4H9N3O. The level of theory is ωB97M-V/def2-TZVPD.

Computed properties:
- E_HOMO (eV) = -7.91
- SMILES = N[C@H](C=O)[C@H]1N[C@@H]1N
- HOMO-LUMO gap (Eh) = 0.313

ORCA input file:
```
! wB97M-V def2-TZVPD RIJCOSX def2/J DEFGRID3
* xyz 0 1
C 0.3045 -0.9709 -0.6142
N -0.1869 0.1341 -1.4757
N -0.4319 -2.1913 -0.7674
N 0.4320 2.4148 0.3496
C 0.4913 -0.0572 1.2451
C -0.8911 0.4353 -0.2914
C -0.4360 1.3461 0.7035
O 1.6777 0.1883 1.4327
H -0.8048 -0.2221 -2.2007
H 1.3911 -1.0169 -0.6507
H -0.4071 -2.7499 0.0787
H -0.0712 -2.7641 -1.5268
H 0.8824 2.2086 -0.5374
H 1.1809 2.4758 1.0376
H -0.1434 -0.7205 1.8365
H -1.8171 -0.0970 -0.0858
H -1.1704 1.5869 1.4665
*
```

=====

Run b
This record from the OMol25 dataset describes a structure of composition C4H9N3O. The level of theory is ωB97M-V/def2-TZVPD.

Computed properties:
- E_HOMO (eV) = -8.21
- HOMO-LUMO gap (Eh) = 0.329

ORCA input file:
```
! wB97M-V def2-TZVPD RIJCOSX def2/J DEFGRID3
* xyz 0 1
C 2.9113 -0.1242 0.0009
C -0.6977 -0.9234 -0.1074
C -1.6249 -2.0556 0.0577
C -0.9324 2.5659 0.1099
H 3.3725 1.0298 -0.3372
H 3.2733 -0.7537 0.9682
H 3.6222 -0.7070 -0.9425
H 1.4127 0.8395 0.1075
H -1.4379 -2.2830 1.4374
H -1.4290 -3.2514 -0.3523
H -2.8934 -1.5601 -0.2767
H -0.2075 3.2385 0.8159
H -1.8749 3.0148 -0.7853
N 1.4732 -0.0555 -0.1647
N 0.4777 -1.0184 0.1756
N -0.6887 1.2691 0.2429
O -1.3263 0.2862 -0.3473
*
```

=====

Run c
This record from the OMol25 dataset describes an isolated molecule of C4H9N3O. The level of theory is ωB97M-V/def2-TZVPD.

Computed properties:
- E_HOMO (eV) = -7.00
- SMILES = CC(=N\N)/C(O)=C\N
- HOMO-LUMO gap (Eh) = 0.291

ORCA input file:
```
! wB97M-V def2-TZVPD RIJCOSX def2/J DEFGRID3
* xyz 0 1
C 1.0950 -1.6673 0.0956
C -1.0869 -0.3740 0.0670
C 0.3633 -0.3501 0.0802
N 2.3189 0.8691 0.1061
N -1.4513 2.0173 0.0957
C -1.8836 0.7148 0.0038
O -1.6470 -1.6438 0.0915
N 0.9574 0.7902 0.0553
H -2.6054 -1.5547 0.0872
H 2.8382 0.0672 -0.2420
H 2.6347 1.7470 -0.2833
H -1.9752 2.6940 -0.4371
H -0.4399 2.0795 0.0259
H -2.9603 0.5872 -0.0433
H 1.7461 -1.7184 0.9685
H 0.3855 -2.4855 0.1298
H 1.7104 -1.7726 -0.8010
*
```

=====

Run d
This record from the OMol25 dataset describes a structure of composition C4H9N3O. The level of theory is ωB97M-V/def2-TZVPD.

Computed properties:
- E_HOMO (alpha / beta) (eV) = -7.56 / -7.56
- HOMO-LUMO gap (alpha / beta) (Eh) = 0.258 / 0.258

ORCA input file:
```
! wB97M-V def2-TZVPD RIJCOSX def2/J DEFGRID3
* xyz 0 1
C -1.8840 1.1187 -0.3470
C -0.7898 -0.8714 0.4251
O -1.2340 -2.0582 -0.0102
N -0.8226 0.1374 -0.3830
H -0.9994 -2.7559 0.6143
H -0.3470 -0.8237 1.4245
H -2.8031 0.6743 -0.7270
H -1.6017 1.9359 -1.0095
H -2.0637 1.5076 0.6620
C 1.0100 0.6133 -0.5683
C 1.7324 -0.9022 -0.2154
N 1.4404 1.6086 0.1209
N 2.4231 -1.1050 0.8125
H 0.7263 2.2711 0.4166
H 2.3870 -0.3056 1.4561
H 1.1142 0.6041 -1.6588
H 1.7119 -1.6490 -1.0126
*
```

=====

Pick run c: it beats the second-best structure by 264.5 kJ/mol.

=====

Run a
This record from the OMol25 dataset describes an isolated molecule of C4H9N3O. The level of theory is ωB97M-V/def2-TZVPD.

Computed properties:
- E_HOMO (eV) = -7.94
- SMILES = C=C(/N=C/NN)OC
- HOMO-LUMO gap (Eh) = 0.320

ORCA input file:
```
! wB97M-V def2-TZVPD RIJCOSX def2/J DEFGRID3
* xyz 0 1
C -1.8597 1.6206 0.1786
C -1.1606 -0.6900 -0.0861
C -1.5920 -1.8909 -0.3171
C 1.1350 -0.8642 0.3368
H -2.6095 2.4000 -0.2040
H -0.9083 1.9365 -0.4437
H -1.8034 1.8808 1.2843
H -0.9093 -2.6801 -0.5613
H -2.5824 -2.0656 -0.1243
H 0.9712 -1.7378 1.0094
H 3.1143 -0.8001 0.8020
H 2.5420 0.7327 -1.3989
H 2.4179 1.7064 0.0761
N 0.1141 -0.1464 -0.1548
N 2.3931 -0.5157 0.1638
N 2.8583 0.8274 -0.4225
O -2.1207 0.2865 -0.1384
*
```

=====

Run b
This record from the OMol25 dataset describes an isolated molecule of C4H9N3O. The level of theory is ωB97M-V/def2-TZVPD.

Computed properties:
- E_HOMO (alpha / beta) (eV) = -8.52 / -7.64
- HOMO-LUMO gap (alpha / beta) (Eh) = 0.344 / 0.299

ORCA input file:
```
! wB97M-V def2-TZVPD RIJCOSX def2/J DEFGRID3
* xyz 0 1
C 1.0191 -0.8062 -0.9251
C -1.5993 -0.6016 -1.0501
C -0.2962 -0.5354 -0.2875
N -1.1910 -0.0984 1.7598
C 0.7728 0.6407 -0.5182
O 2.4823 1.3974 0.7288
N 1.1130 1.0674 0.7668
N -0.2657 -0.7946 1.1009
H 2.6245 1.8533 1.5693
H -1.2999 0.8804 1.4762
H -1.0769 -0.1930 2.7618
H 1.7536 -1.3451 -0.3387
H 1.0076 -0.9917 -1.9936
H 0.7431 1.3896 -1.3128
H -1.9979 -1.6182 -1.0227
H -1.4431 -0.3146 -2.0906
H -2.3459 0.0699 -0.6243
*
```

=====

Pick run a: it beats the second-best structure by 203.6 kJ/mol.

=====

Run a
This record from the OMol25 dataset describes an isolated molecule of C2H7N. The level of theory is ωB97M-V/def2-TZVPD.

Computed properties:
- E_HOMO (eV) = -8.65
- SMILES = CCN
- HOMO-LUMO gap (Eh) = 0.365

ORCA input file:
```
! wB97M-V def2-TZVPD RIJCOSX def2/J DEFGRID3
* xyz 0 1
C 0.0823 1.3233 -0.0106
C 0.1817 -0.1956 0.4998
N -0.2975 -1.1705 -0.4262
H 0.5999 1.3182 -0.9644
H -0.9811 1.5268 -0.0894
H 0.6576 2.0246 0.5934
H 1.1702 -0.3844 0.9058
H -0.4470 -0.1537 1.4348
H 0.4274 -1.8568 -0.5416
H -0.9333 -0.9776 -1.1726
*
```

=====

Run b
This record from the OMol25 dataset describes an isolated molecule of C2H7N. The level of theory is ωB97M-V/def2-TZVPD.

Computed properties:
- E_HOMO (eV) = -9.06
- SMILES = CNC
- HOMO-LUMO gap (Eh) = 0.377

ORCA input file:
```
! wB97M-V def2-TZVPD RIJCOSX def2/J DEFGRID3
* xyz 0 1
C -1.2280 -0.1106 -0.0437
C 1.1758 -0.0967 -0.0992
H -1.2612 -0.8490 0.7405
H -1.4521 -0.6658 -0.9971
H -2.0027 0.6415 0.0667
H 0.0404 1.3279 0.4981
H 2.0852 0.5737 -0.0551
H 1.4079 -0.8905 -0.7790
H 1.2696 -0.6076 0.9194
N -0.0349 0.6771 -0.2506
*
```

=====

Pick run a: it beats the second-best structure by 13.6 kJ/mol.

=====

Run a
This record from the OMol25 dataset describes an isolated molecule of CH2OS. The level of theory is ωB97M-V/def2-TZVPD.

Computed properties:
- E_HOMO (eV) = -8.85
- SMILES = C1OS1
- HOMO-LUMO gap (Eh) = 0.343

ORCA input file:
```
! wB97M-V def2-TZVPD RIJCOSX def2/J DEFGRID3
* xyz 0 1
C 0.2139 -0.2365 -0.1468
O -1.1124 0.0447 -0.0984
S -0.3051 0.9837 1.0027
H 0.6089 -1.0661 0.2733
H 0.5948 0.2741 -1.0307
*
```

=====

Run b
This record from the OMol25 dataset describes a structure of composition CH2OS. The level of theory is ωB97M-V/def2-TZVPD.

Computed properties:
- E_HOMO (alpha / beta) (eV) = -9.53 / -9.27
- HOMO-LUMO gap (alpha / beta) (Eh) = 0.342 / 0.297

ORCA input file:
```
! wB97M-V def2-TZVPD RIJCOSX def2/J DEFGRID3
* xyz 0 1
C 0.3237 -0.0970 0.1235
O 3.3955 0.7627 -0.0310
S 2.6886 -0.4954 0.0829
H -0.5347 -0.6326 0.4836
H 0.0632 0.9389 -0.2501
*
```

=====

Pick run a: it beats the second-best structure by 256.2 kJ/mol.

=====

Run a
This record from the OMol25 dataset describes a cluster of 2 separate species, C4H11N4 in total. The level of theory is ωB97M-V/def2-TZVPD.

Computed properties:
- E_HOMO (alpha / beta) (eV) = -12.64 / -12.64
- HOMO-LUMO gap (alpha / beta) (Eh) = 0.298 / 0.298

ORCA input file:
```
! wB97M-V def2-TZVPD RIJCOSX def2/J DEFGRID3
* xyz 1 1
C 0.9677 1.2364 -0.5004
C -0.4926 1.7353 -0.5328
C 1.8630 -1.1103 -0.1056
C -2.6016 0.6052 -0.0687
N 1.9486 1.9698 -0.6337
N 0.8455 -0.1824 -0.4092
N -1.3065 0.5997 -0.2671
N -0.5106 -0.4192 -0.2494
H -0.6624 2.4889 0.2746
H -0.7712 2.2165 -1.4705
H 2.7443 -0.7240 -0.5910
H 2.1727 -1.1117 0.9382
H 1.7638 -2.1102 -0.6248
H -3.2714 -0.2196 0.0678
H 0.0433 -0.6605 -2.9911
H -3.0919 1.6226 -0.3361
H 2.8563 1.4912 -0.3822
H -0.9260 -1.4087 0.0007
H 0.5711 -1.0104 -2.5694
*
```

=====

Run b
This record from the OMol25 dataset describes a cluster of 2 separate species, C4H11N4 in total. The level of theory is ωB97M-V/def2-TZVPD.

Computed properties:
- E_HOMO (eV) = -12.05
- HOMO-LUMO gap (Eh) = 0.307

ORCA input file:
```
! wB97M-V def2-TZVPD RIJCOSX def2/J DEFGRID3
* xyz 1 1
C -0.4582 -1.3486 0.3782
C -1.1799 0.8183 -1.3446
C 0.0812 -0.4544 1.1699
C -1.9058 -0.9058 -2.9147
N -0.9723 -1.5359 -0.8361
N -1.3155 -0.5064 -1.5719
N 0.5179 0.0923 2.2463
N 2.9433 1.2275 2.2441
H -0.0918 -2.2657 0.7660
H -0.7106 1.2023 -0.3495
H -1.6610 1.4592 -1.9688
H -2.6159 -0.1982 -3.2970
H -1.0247 -0.9969 -3.7184
H -2.4667 -1.9090 -2.7581
H 1.5524 0.4855 2.2725
H -0.0941 0.6092 2.9280
H 2.6628 1.9367 1.6045
H 3.7173 0.7807 1.9733
H 3.0217 1.5094 3.1762
*
```

=====

Pick run b: it beats the second-best structure by 84.0 kJ/mol.

=====

Run a
This record from the OMol25 dataset describes an isolated molecule of C4H9ClN2S. The level of theory is ωB97M-V/def2-TZVPD.

Computed properties:
- E_HOMO (eV) = -9.12
- SMILES = C[C@@](S)(/C=N\N)CCl
- HOMO-LUMO gap (Eh) = 0.351

ORCA input file:
```
! wB97M-V def2-TZVPD RIJCOSX def2/J DEFGRID3
* xyz 0 1
C -1.5465 0.3280 0.2194
C -0.3168 -0.5719 0.1209
C 0.8580 -0.1895 1.0868
C 0.4212 -0.6443 -1.2341
H -2.4070 0.0780 -0.4635
H -1.8036 0.1762 1.3271
H -1.1334 1.3891 -0.1419
H -2.1656 -1.9638 1.4104
H 1.0179 0.8524 0.9720
H 0.5191 -0.1761 2.0890
H 0.4525 -1.6875 -1.6918
H 1.7517 2.1145 -1.8762
H 0.5279 1.9336 -0.6738
N 1.1578 0.2994 -1.7697
N 1.2901 1.5491 -1.1539
S -0.8630 -2.2754 0.5295
Cl 2.2396 -1.2117 1.2500
*
```

=====

Run b
This record from the OMol25 dataset describes a cluster of 2 separate species, C4H9ClN2S in total. The level of theory is ωB97M-V/def2-TZVPD.

Computed properties:
- E_HOMO (eV) = -7.77
- HOMO-LUMO gap (Eh) = 0.268

ORCA input file:
```
! wB97M-V def2-TZVPD RIJCOSX def2/J DEFGRID3
* xyz 0 1
C 2.7985 0.3061 -0.2601
C -0.4004 -1.9392 -0.1679
C -0.7988 1.5823 -0.6176
C -1.6769 0.2289 1.0986
N -0.5508 -0.5966 -0.7285
N -1.0894 0.3163 -0.0414
S 3.4502 1.6920 0.1381
Cl 3.3792 -1.2760 0.1755
H -1.0662 -2.3074 0.5739
H -0.2793 -2.5766 -0.9983
H 0.4755 -1.9888 0.5458
H -0.2476 2.2220 0.2023
H -0.1641 1.3725 -1.4035
H -1.7401 2.1639 -0.9384
H -1.6916 -0.6009 1.7489
H -2.1975 1.1429 1.4536
H 1.7993 0.2585 -0.7811
*
```

=====

Pick run a: it beats the second-best structure by 101.9 kJ/mol.

=====

Run a
This record from the OMol25 dataset describes a structure of composition C2H6FNO. The level of theory is ωB97M-V/def2-TZVPD.

Computed properties:
- E_HOMO (eV) = -9.80
- HOMO-LUMO gap (Eh) = 0.385

ORCA input file:
```
! wB97M-V def2-TZVPD RIJCOSX def2/J DEFGRID3
* xyz 0 1
C 0.9924 0.0089 -0.8134
C 0.1633 -0.0523 0.4999
N -1.4823 -0.3082 -0.3168
O 0.2327 0.9168 1.4125
F -1.5393 -1.6907 0.0092
H 2.0194 -0.1130 -0.5250
H 0.6002 -0.6180 -1.4756
H 1.0634 1.0116 -1.4077
H 0.4369 -0.9412 1.1193
H -2.1320 0.1378 0.3419
H -0.3547 1.6484 1.1558
*
```

=====

Run b
This record from the OMol25 dataset describes a cluster of 2 separate species, C2H6FNO in total. The level of theory is ωB97M-V/def2-TZVPD.

Computed properties:
- E_HOMO (alpha / beta) (eV) = -8.26 / -8.89
- HOMO-LUMO gap (alpha / beta) (Eh) = 0.307 / 0.335

ORCA input file:
```
! wB97M-V def2-TZVPD RIJCOSX def2/J DEFGRID3
* xyz 0 1
C -1.7259 1.4201 -0.6091
C 1.7232 0.1143 -0.9531
N -1.9422 -0.7301 0.0429
O -1.9272 0.5792 0.2816
F 1.9692 0.2941 0.3576
H -1.7206 1.3037 -1.6841
H -1.5189 2.3986 -0.2577
H 2.1685 0.9471 -1.3087
H 0.6306 0.1441 -1.0009
H 2.3553 -0.7614 -1.3372
H -2.3597 -1.0225 0.9006
*
```

=====

Pick run a: it beats the second-best structure by 140.7 kJ/mol.